Record 1
C6H11INO3 | ωB97M-V/def2-TZVPD

```
! RIJCOSX wB97M-V def2-TZVPD def2/J DEFGRID3
* xyz 1 1
C -0.504 0.451 0.550
C 0.238 0.432 -0.580
C -1.855 -0.155 0.708
C -3.339 -1.635 -0.217
C 1.525 0.982 -0.773
C 2.691 -0.817 -0.424
N 2.023 1.981 0.220
O -2.668 0.356 1.405
O 2.081 -1.412 0.603
O -2.100 -1.018 -0.199
I 4.637 -0.205 0.130
H -0.201 1.065 1.385
H -0.106 -0.179 -1.434
H -4.225 -1.025 0.059
H -3.384 -2.488 0.556
H -3.525 -2.072 -1.152
H 1.878 1.283 -1.742
H 2.449 -1.313 -1.456
H 1.211 1.846 0.903
H 1.961 2.834 -0.230
H 3.017 1.811 0.400
H 1.185 -1.837 0.439
*
```

Calculated values
ΔE to the lowest compared entry with this formula, charge and spin = 46.4 kcal per mole
HOMO-LUMO gap = 8.57 eV
HOMO energy = -12.754 eV
LUMO level = -4.2 eV
E = -22123.4454 eV

These are the Löwdin partial charges, in e, on atoms 1 to 6: 0.04 -0.11 -0.57 -0.05 -0.20 -0.70


Record 2
C6H11IS2 | ωB97M-V/def2-TZVPD

```
! RIJCOSX wB97M-V def2-TZVPD def2/J DEFGRID3
* xyz 0 1
C -0.936 0.911 1.524
C -1.924 0.698 0.231
C 0.321 1.668 1.029
C 0.976 0.512 -1.774
C 0.858 -1.404 -0.142
C 1.393 -0.008 -0.422
S -2.002 2.249 -0.680
S -0.031 2.952 -0.099
I 3.504 0.424 0.202
H -1.424 1.614 2.232
H -0.700 -0.031 2.084
H -1.499 -0.183 -0.333
H -2.902 0.364 0.612
H 1.065 1.784 1.773
H 0.946 1.575 -1.821
H 0.090 0.005 -1.919
H 1.638 0.045 -2.578
H 1.234 -1.730 0.875
H -0.168 -1.176 -0.089
H 1.111 -2.106 -0.980
*
```

Calculated values
ΔE to the lowest compared entry with this formula, charge and spin = 40.2 kcal per mole
HOMO-LUMO gap (spin up / spin down) = 7.54 / 7.54 eV
HOMO energy (spin up / spin down) = -7.402 / -7.400 eV
LUMO level (spin up / spin down) = 0.1 / 0.1 eV
E = -36168.2483 eV

These are the Löwdin partial charges, in e, on atoms 1 to 6: -0.28 -0.55 -0.53 -0.22 -0.17 -0.73


Record 3
C6H11KO7 | ωB97M-V/def2-TZVPD

```
! RIJCOSX wB97M-V def2-TZVPD def2/J DEFGRID3
* xyz -1 2
K -4.938 -3.045 11.864
C -9.158 -3.271 13.075
C -7.957 -4.036 13.323
O -7.033 -3.401 13.806
O -8.018 -5.292 13.227
H -9.873 -3.590 13.832
H -9.367 -3.625 12.065
H -9.094 -2.184 13.017
C -1.429 0.468 10.237
C -2.452 -0.617 10.097
O -3.035 -0.926 11.157
O -2.670 -1.187 8.994
H -0.590 0.220 9.586
H -1.023 0.677 11.226
H -1.888 1.432 10.021
C -5.170 -6.459 8.092
C -5.899 -5.234 8.509
O -6.665 -4.631 7.807
O -5.580 -4.823 9.606
H -5.740 -7.227 7.570
H -4.839 -7.008 8.974
H -4.275 -6.230 7.514
O -4.905 -5.111 13.986
H -4.684 -5.857 13.427
H -5.826 -4.934 13.797
*
```

Calculated values
ΔE to the lowest compared entry with this formula, charge and spin = 0.0 kcal per mole
HOMO-LUMO gap (spin up / spin down) = 7.13 / 3.17 eV
HOMO energy (spin up / spin down) = -4.906 / -4.906 eV
LUMO level (spin up / spin down) = 2.2 / -1.7 eV
E = -37059.2303 eV
⟨S²⟩ = 0.757

These are the Löwdin partial charges, in e, on atoms 1 to 6: 0.88 -0.05 -0.86 -0.09 -0.07 0.08


Record 4
C6H11N | ωB97M-V/def2-TZVPD

```
! RIJCOSX wB97M-V def2-TZVPD def2/J DEFGRID3
* xyz 0 1
C -1.966 0.148 -0.172
C -0.779 1.316 -0.095
C 0.424 0.557 0.437
C 1.911 0.679 -0.014
C 1.784 -0.891 -0.148
N 0.204 -0.767 -0.234
C -1.122 -1.225 0.183
H -2.788 0.204 0.591
H -2.304 -0.004 -1.185
H -0.546 1.551 -1.114
H -0.974 2.352 0.451
H 0.459 0.449 1.500
H 1.912 1.080 -1.133
H 2.663 1.127 0.521
H 2.134 -1.299 -0.998
H 1.863 -1.627 0.830
H -1.454 -1.593 1.194
H -1.421 -2.056 -0.612
*
```

Calculated values
SMILES string = C1C[C@@H]2CCN2C1
ΔE to the lowest compared entry with this formula, charge and spin = 88.9 kcal per mole
HOMO-LUMO gap = 9.38 eV
HOMO energy = -8.125 eV
LUMO level = 1.3 eV
E = -7886.6777 eV

These are the Löwdin partial charges, in e, on atoms 1 to 6: -0.11 -0.13 -0.38 -0.07 -0.09 -0.14


Record 5
C6H11N | ωB97M-V/def2-TZVPD

```
! RIJCOSX wB97M-V def2-TZVPD def2/J DEFGRID3
* xyz 0 1
C 0.722 -0.470 -2.518
C -0.017 -0.622 -1.185
C -0.049 0.614 -0.256
C 0.166 0.312 1.272
C -0.905 0.924 2.190
C 0.245 -1.135 1.525
N 0.307 -2.282 1.665
H 1.037 -1.461 -2.865
H 0.109 -0.028 -3.310
H 1.629 0.136 -2.411
H -1.042 -0.963 -1.371
H 0.464 -1.445 -0.655
H 0.724 1.328 -0.563
H -1.005 1.141 -0.360
H 1.139 0.718 1.576
H -0.905 2.014 2.101
H -1.900 0.552 1.925
H -0.717 0.667 3.238
*
```

Calculated values
SMILES string = CCC[C@@H](C)C#N
ΔE to the lowest compared entry with this formula, charge and spin = 10.5 kcal per mole
HOMO-LUMO gap = 12.15 eV
HOMO energy = -11.189 eV
LUMO level = 1.0 eV
E = -7890.0773 eV

These are the Löwdin partial charges, in e, on atoms 1 to 6: -0.11 -0.26 -0.15 -0.34 -0.07 -0.23


Record 6
C6H11N | ωB97M-V/def2-TZVPD

```
! RIJCOSX wB97M-V def2-TZVPD def2/J DEFGRID3
* xyz 0 1
C -0.487 0.169 -2.568
C -0.615 -0.451 -1.163
C -0.689 0.458 0.076
C 0.653 0.324 1.245
C 0.148 -0.090 2.644
C 1.492 -0.652 0.595
N 1.802 -1.397 -0.240
H 0.194 -0.455 -3.163
H -1.426 0.238 -3.131
H -0.048 1.172 -2.532
H -1.359 -1.259 -1.145
H 0.341 -1.004 -1.020
H -0.706 1.518 -0.201
H -1.543 0.218 0.714
H 1.205 1.278 1.313
H -0.544 0.680 2.996
H -0.394 -1.038 2.576
H 0.915 -0.211 3.426
*
```

Calculated values
SMILES string = CCC[C@@H](C)C#N
ΔE to the lowest compared entry with this formula, charge and spin = 36.2 kcal per mole
HOMO-LUMO gap = 11.30 eV
HOMO energy = -10.358 eV
LUMO level = 0.9 eV
E = -7888.9595 eV

These are the Löwdin partial charges, in e, on atoms 1 to 6: -0.11 -0.28 -0.08 -0.27 -0.09 -0.22